Below is C15H33N7RuSe as an isolated structure, with properties calculated with the ωB97M-V functional and the def2-TZVPD basis.

XYZ file:
```
57
Properties=species:S:1:pos:R:3:forces:R:3
Ru 0.5618 0.9068 0.6391 -0.322 0.300 -0.378
N 2.8230 1.5923 0.1364 -0.332 0.137 0.276
C 3.0544 2.9687 0.6466 -0.049 -0.084 -0.074
C 1.9323 3.8684 0.1883 -0.046 -0.054 0.047
N 0.6045 3.3837 0.6413 0.034 -0.159 0.027
C 0.1608 3.9128 1.9559 0.042 -0.092 -0.032
C 0.5895 3.0249 3.1001 -0.086 -0.077 -0.053
N 0.0543 1.6552 2.8847 0.282 0.168 -0.339
H 3.4833 0.9577 0.5660 0.167 -0.152 0.056
H 3.0316 1.5725 -0.8543 0.061 -0.031 -0.194
H 3.9991 3.3743 0.2951 0.157 -0.015 -0.053
H 3.1093 2.9239 1.7293 0.048 -0.028 0.091
H 1.9233 3.8947 -0.9022 -0.012 0.047 -0.071
H 2.1186 4.8849 0.5323 -0.042 0.111 0.010
H -0.0674 3.7107 -0.0389 -0.122 0.105 -0.118
H -0.9282 3.9663 1.9414 -0.074 0.052 -0.018
H 0.5312 4.9241 2.1178 0.017 0.106 -0.033
H 0.2345 3.4532 4.0337 -0.057 -0.011 0.147
H 1.6703 2.9602 3.1700 0.092 -0.035 0.047
H -0.9420 1.6606 3.0679 -0.196 -0.023 0.058
H 0.4524 1.0223 3.5670 0.051 -0.132 0.157
N -1.1008 -3.3106 -1.5451 -0.072 0.177 0.121
C -1.1228 -1.8056 -1.4187 -0.194 0.081 -0.146
C -0.7798 -1.1862 -2.7628 0.119 0.057 0.051
C -0.8308 0.3405 -2.6953 -0.154 -0.014 0.111
N 0.2623 0.8966 -1.8384 0.057 -0.203 0.252
C -2.1976 0.8028 -2.2005 0.088 0.092 0.092
C -2.6200 0.1785 -0.8732 0.159 -0.031 -0.138
N -1.8568 0.7970 0.2583 0.286 -0.306 0.002
C -2.4889 -1.3520 -0.9154 0.103 0.076 0.149
H -0.2361 -3.6375 -1.9721 0.216 -0.085 -0.031
H -1.8673 -3.6439 -2.1265 -0.224 -0.113 -0.143
H -1.1754 -3.7672 -0.6283 0.026 -0.059 0.116
H -0.3562 -1.5642 -0.6923 0.185 -0.068 0.167
H -1.5141 -1.4985 -3.5126 0.069 -0.012 -0.024
H 0.2052 -1.5194 -3.1083 -0.054 0.004 -0.003
H -0.6945 0.7057 -3.7106 0.043 0.093 -0.114
H 0.2799 1.9016 -1.9781 -0.004 0.133 -0.164
H 1.1517 0.5629 -2.1974 0.090 -0.017 -0.111
H -2.9358 0.5266 -2.9552 -0.025 0.047 -0.015
H -2.2334 1.8970 -2.1337 -0.010 -0.092 -0.023
H -3.6754 0.3934 -0.7237 -0.133 0.056 0.059
H -2.2236 0.4389 1.1341 -0.135 -0.067 0.094
H -2.0723 1.7878 0.2625 -0.193 0.157 -0.011
H -3.2629 -1.7132 -1.6019 -0.001 0.003 0.071
H -2.7030 -1.7765 0.0721 -0.005 -0.003 -0.076
Se 1.2964 -1.2171 1.5930 0.383 -0.098 0.438
C 0.9077 -3.0457 1.1641 -0.274 0.279 -0.125
C 1.7564 -3.7516 0.3337 0.108 -0.231 -0.214
C 1.4264 -5.0854 0.0682 -0.183 0.069 0.184
N 0.3459 -5.6860 0.5735 0.051 0.203 -0.061
C -0.4388 -4.9914 1.4028 0.159 0.065 -0.118
C -0.2099 -3.6508 1.7231 -0.116 -0.138 0.102
H 2.6535 -3.3089 -0.0886 -0.090 -0.095 0.060
H 2.0624 -5.6862 -0.5746 -0.039 -0.005 0.042
H -1.2884 -5.5190 1.8282 0.080 0.010 -0.031
H -0.8597 -3.1306 2.4220 0.075 -0.098 -0.115
```
Forces are in eV/Å.

Results
2S+1: 6
HOMO-LUMO gap (spin up / spin down), eV: 9.1338 / 6.7676
Total charge: +3

Below is a 3-piece molecular cluster, C15H34BF5N2O9S overall, with properties calculated with the ωB97M-V functional and the def2-TZVPD basis.

XYZ file:
```
67
Properties=species:S:1:pos:R:3:forces:R:3
O -1.8114 -3.2950 0.9410 0.344 -0.074 0.002
S -0.5501 -2.9451 0.3503 -0.676 0.157 -0.082
O -0.5755 -1.3666 0.0857 0.070 -0.111 0.183
C 0.4308 -0.6211 0.8299 0.101 0.560 0.079
B 1.6336 -0.1550 -0.0928 0.167 0.084 -0.296
O 1.6316 -0.4157 -1.4283 -0.304 0.241 0.333
O 2.6672 0.5548 0.4941 0.004 -0.648 -0.024
O -0.7747 -3.2073 -1.3188 0.355 -0.041 0.189
C -0.3933 -4.3960 -1.8565 -0.186 -0.079 -0.125
F 0.0595 -5.2667 -0.9249 -0.052 0.039 -0.072
F -1.4465 -4.9645 -2.4650 0.178 0.098 0.001
C 0.7429 -4.1710 -2.8988 0.000 -0.127 -0.091
F 0.8035 -5.1925 -3.7491 0.029 -0.028 0.026
F 0.5366 -3.0517 -3.5894 -0.092 -0.031 -0.003
F 1.9155 -4.0692 -2.2711 -0.022 0.083 0.071
H 0.8022 -1.1736 1.7013 -0.115 -0.103 -0.113
H -0.0759 0.2608 1.2378 -0.036 -0.164 -0.018
H 0.7462 -0.6759 -1.7278 0.184 -0.197 -0.068
H 3.4411 0.0123 0.6941 -0.019 0.367 -0.036
C -4.0827 -1.9511 -6.8301 -0.029 0.060 -0.023
O -4.9410 -1.0469 -6.1656 0.095 -0.056 0.020
C -5.8406 -1.6532 -5.2459 -0.149 0.041 -0.010
C -5.4996 -1.2797 -3.8206 0.147 0.009 0.012
N -4.2449 -1.8872 -3.4027 -0.008 0.158 -0.054
C -3.7420 -1.4292 -2.1118 0.096 -0.143 -0.049
C -3.3494 0.0359 -1.9672 -0.049 0.021 0.203
O -2.2106 0.4077 -2.7250 0.027 -0.020 -0.041
C -2.4647 0.7929 -4.0623 0.113 0.026 0.019
H -3.5505 -1.3878 -7.5947 -0.001 0.014 0.010
H -3.3492 -2.4021 -6.1525 -0.026 -0.051 -0.001
H -4.6488 -2.7521 -7.3155 0.013 -0.022 -0.002
H -5.8422 -2.7403 -5.3693 0.048 -0.011 0.037
H -6.8442 -1.2848 -5.4762 0.010 -0.008 -0.026
H -6.2991 -1.6334 -3.1624 0.002 0.008 0.022
H -5.4820 -0.1820 -3.7624 -0.083 0.008 0.004
H -3.5432 -1.7066 -4.1093 0.009 -0.025 0.001
H -2.8549 -2.0201 -1.8806 -0.053 -0.026 0.037
H -4.4883 -1.6647 -1.3465 -0.017 0.023 0.002
H -3.0714 0.1923 -0.9215 0.006 0.002 -0.009
H -4.1835 0.7167 -2.1777 0.013 -0.018 -0.102
H -3.4401 1.2764 -4.1632 -0.023 -0.022 -0.011
H -2.4163 -0.0553 -4.7515 -0.077 0.009 -0.018
H -1.6912 1.5045 -4.3519 -0.001 0.000 0.017
C 3.7732 0.9261 7.0298 0.035 0.047 0.038
O 4.6217 1.9835 6.6342 -0.096 -0.044 -0.033
C 5.4557 1.6894 5.5211 0.146 0.036 0.012
C 5.0545 2.4983 4.3075 -0.144 0.011 0.002
N 3.7636 2.0697 3.7878 0.026 0.073 0.065
C 3.2135 2.9239 2.7380 -0.052 -0.130 0.059
C 2.8695 4.3647 3.0941 0.036 0.080 -0.153
O 1.7892 4.4956 3.9986 0.017 -0.037 0.066
C 2.1270 4.4313 5.3702 -0.111 0.040 -0.023
H 3.2974 1.2258 7.9618 0.001 0.016 -0.004
H 2.9927 0.7205 6.2886 0.024 -0.047 -0.017
H 4.3399 0.0065 7.2057 -0.014 -0.021 -0.004
H 5.4336 0.6186 5.2961 -0.049 0.001 -0.033
H 6.4796 1.9554 5.7983 -0.007 -0.017 0.020
H 5.8109 2.3632 3.5281 -0.001 0.018 -0.018
H 5.0645 3.5575 4.5997 0.082 0.006 -0.005
H 3.1026 2.0266 4.5529 -0.008 -0.007 -0.004
H 2.3032 2.4444 2.3753 0.013 0.012 -0.053
H 3.9154 2.9310 1.8986 0.010 0.023 -0.007
H 2.5472 4.8567 2.1728 -0.010 0.010 0.013
H 3.7394 4.9235 3.4611 0.006 -0.055 0.068
H 3.1228 4.8414 5.5598 0.024 -0.024 0.008
H 2.0846 3.4092 5.7583 0.079 0.003 0.018
H 1.3952 5.0266 5.9162 0.000 0.006 -0.013
```
Forces are in eV/Å.

Results
2S+1: 1
HOMO-LUMO gap, eV: 8.7713

Below is a 5-piece molecular cluster, C15H34Cl8NO4PS overall, with properties calculated with the ωB97M-V functional and the def2-TZVPD basis.

XYZ file:
```
64
Properties=species:S:1:pos:R:3:forces:R:3
C 0.5051 -4.2264 0.8045 0.341 0.467 -0.225
C -0.6161 -3.3596 1.3792 0.103 -0.237 0.345
O -1.6482 -3.0900 0.4372 0.061 -0.014 -0.081
C -1.2699 -2.3270 -0.6772 -0.189 -0.141 0.126
P -2.1193 -0.6567 -0.8327 -0.214 0.023 -1.160
N -2.1133 -0.7680 -2.6594 0.036 -0.059 0.373
S -2.0777 -0.3267 1.4088 -0.025 0.283 0.545
C -3.9604 -0.6136 -0.8499 -0.324 0.102 0.019
C -4.5846 0.7167 -0.3607 -0.060 0.045 0.129
C -5.5259 0.5686 0.8515 0.155 -0.179 -0.289
C -6.9871 0.2879 0.4945 -0.071 -0.119 0.061
O -7.3286 -1.0640 0.8326 0.155 0.037 -0.069
C -1.1774 0.9207 -1.0351 0.734 -0.028 0.168
C -0.0919 1.3479 -0.0387 0.118 0.342 -0.074
C 1.0149 0.3123 0.2063 -0.139 -0.009 0.215
C 2.0421 0.8668 1.1568 -0.099 0.070 0.755
O 2.1179 0.6153 2.3361 0.123 -0.013 -0.904
O 2.8823 1.7584 0.5542 0.223 -0.523 -0.233
H 1.3637 -3.6171 0.5005 -0.086 -0.037 0.030
H 0.8755 -4.9343 1.5451 -0.089 -0.072 -0.075
H 0.1698 -4.7559 -0.0890 -0.062 -0.174 0.227
H -0.2306 -2.4290 1.8087 -0.058 -0.012 -0.128
H -1.1127 -3.8825 2.2012 -0.050 0.039 -0.131
H -1.5267 -2.8843 -1.5819 -0.061 0.071 0.082
H -0.1885 -2.1443 -0.7154 -0.081 0.084 0.000
H -1.1878 -0.9444 -3.0401 -0.016 0.042 -0.094
H -2.7170 -1.5098 -2.9950 0.021 -0.051 -0.082
H -2.9200 -1.2940 1.7776 -0.040 -0.130 -0.044
H -4.2881 -0.7854 -1.8736 0.081 -0.126 0.031
H -4.3331 -1.4405 -0.2390 0.170 0.000 0.030
H -5.1381 1.1548 -1.1980 0.066 0.031 0.076
H -3.8103 1.4382 -0.0987 0.033 -0.095 -0.006
H -5.4477 1.4569 1.4792 -0.058 -0.005 -0.018
H -5.1828 -0.2838 1.4421 -0.033 0.200 0.183
H -7.6506 0.9560 1.0505 -0.002 -0.016 -0.023
H -7.1655 0.4558 -0.5725 0.020 0.061 0.045
H -7.7842 -1.4688 0.0928 -0.085 -0.004 -0.010
H -1.9171 1.7203 -1.1188 -0.093 -0.143 -0.009
H -0.7065 0.8505 -2.0175 -0.125 0.036 0.043
H -0.5065 1.6943 0.9111 -0.003 -0.201 -0.058
H 0.3947 2.2225 -0.4887 -0.114 -0.004 0.070
H 0.6199 -0.5842 0.6844 -0.049 0.093 -0.060
H 1.4984 0.0469 -0.7373 0.001 0.020 0.003
H 3.7082 1.7554 1.0643 -0.117 0.417 0.301
Cl 5.5492 6.0776 0.6206 -0.097 0.027 0.072
C 4.6524 4.7199 1.2938 -0.076 0.057 -0.025
Cl 5.7218 3.3724 1.7411 -0.039 -0.081 -0.040
H 4.1395 5.0460 2.1899 0.028 -0.001 0.028
H 3.9516 4.3636 0.5481 0.037 -0.035 -0.037
Cl 5.3019 3.3798 -2.1763 -0.101 0.042 0.009
C 5.2398 1.6790 -1.7006 0.009 -0.048 0.022
Cl 5.8773 0.6055 -2.9519 0.000 -0.007 -0.004
H 5.8419 1.5597 -0.8074 0.040 0.010 -0.010
H 4.2063 1.4172 -1.5127 0.002 0.019 -0.025
Cl -1.2625 -7.2845 0.4366 -0.035 -0.064 0.001
C -2.5328 -6.3366 1.2256 -0.001 0.101 -0.017
Cl -4.1079 -7.1339 1.1509 -0.008 0.001 -0.002
H -2.2633 -6.2105 2.2671 -0.005 -0.052 0.018
H -2.6037 -5.3777 0.7239 0.002 -0.007 -0.021
Cl 11.0059 5.5958 -2.0198 0.003 0.001 0.002
C 9.6994 5.7246 -0.8338 -0.010 0.030 0.041
Cl 8.1481 5.1694 -1.4684 0.148 -0.048 -0.050
H 9.9551 5.1120 0.0218 0.009 -0.033 -0.013
H 9.6016 6.7646 -0.5481 -0.003 0.018 -0.032
```
Forces are in eV/Å.

Results
SMILES: CCOCP(N)(S)(CCCCO)CCCC(=O)O.ClCCl.ClCCl.ClCCl.ClCCl
2S+1: 1
HOMO-LUMO gap, eV: 9.0154

Below is C15H34F6INO7P3SSi2 as an isolated structure, with properties calculated with the ωB97M-V functional and the def2-TZVPD basis.

XYZ file:
```
70
Properties=species:S:1:pos:R:3:forces:R:3
C 0.6906 4.9855 0.8489 0.144 -0.154 -0.153
C 1.9379 4.4944 1.5756 -0.014 0.345 0.057
S 2.6993 3.0387 0.8331 -0.033 -0.140 0.142
C 1.4595 1.7909 1.2978 -0.002 0.033 -0.393
Si 2.3557 0.1679 1.5975 0.245 0.006 -0.325
C 3.1149 -0.4219 -0.0035 0.079 -0.268 0.234
P 2.3074 -1.6626 -1.0273 -0.362 -0.044 -0.189
O 2.9380 -2.9768 -1.0196 0.121 0.424 -0.005
O 0.7695 -1.6765 -0.5284 0.012 -0.202 -0.174
O 2.1817 -0.9300 -2.4534 0.189 -0.082 0.095
O 1.3055 -0.9142 2.2885 -0.031 0.385 0.190
Si 0.2704 -0.5549 3.5003 0.072 -0.323 -0.153
C -1.3464 0.1490 2.9408 -0.002 -0.138 -0.157
C -1.7920 -0.3314 1.5358 0.009 -0.041 -0.061
C -3.3159 -0.5756 1.4151 0.054 0.101 -0.072
C -4.0140 0.2123 0.2875 0.075 0.091 0.032
C -4.2650 -0.6115 -0.9772 -0.017 -0.101 0.026
C -3.0077 -0.9707 -1.7683 0.115 -0.009 0.070
C -2.0863 0.1940 -2.1587 0.125 -0.025 -0.094
C -2.7780 1.4601 -2.6633 -0.058 0.005 -0.073
C -1.8687 2.6868 -2.6411 0.034 0.180 -0.075
O -0.5551 2.3693 -3.0592 -0.001 -0.408 0.015
C 0.4997 3.0255 -2.3943 -0.018 0.107 -0.031
O -0.0440 -2.0803 4.2067 0.168 0.229 -0.260
C -0.6550 -2.0768 5.3318 1.314 -0.180 -2.368
N -1.1870 -2.0854 6.3288 -1.491 0.009 2.682
P 3.9361 0.5189 3.2332 -0.163 -0.115 0.066
O 4.1565 -1.0584 3.6632 0.123 0.062 0.112
I 5.9484 0.8994 1.8928 0.079 0.109 -0.083
H -0.1042 4.2351 0.8893 0.012 0.081 0.068
H 0.9180 5.1534 -0.2081 -0.025 0.106 0.162
H 0.3185 5.9147 1.2859 -0.006 -0.062 0.004
H 1.7258 4.2744 2.6257 0.034 0.007 -0.060
H 2.7236 5.2566 1.5658 -0.108 -0.051 -0.029
H 0.9420 2.1575 2.1883 0.017 -0.121 0.041
H 0.7313 1.6710 0.4859 -0.073 0.003 0.166
H 4.0817 -0.8824 0.2322 -0.025 0.131 -0.062
H 3.3190 0.4563 -0.6220 0.064 0.010 0.088
H 0.4581 -2.5893 -0.6582 -0.077 0.072 0.110
H 1.3038 -0.5697 -2.6138 -0.109 -0.046 -0.064
H 0.9401 0.2532 4.5371 -0.022 0.010 0.032
H -2.0904 -0.1697 3.6825 0.102 0.127 0.054
H -1.2926 1.2426 2.9911 -0.135 -0.073 0.035
H -1.2377 -1.2326 1.2503 -0.115 0.077 0.033
H -1.4938 0.4218 0.7988 0.043 -0.075 0.118
H -3.4990 -1.6449 1.2606 -0.028 0.092 0.114
H -3.7862 -0.3088 2.3648 0.015 -0.064 -0.022
H -4.9747 0.6051 0.6377 0.076 -0.114 0.042
H -3.3983 1.0929 0.0592 -0.140 -0.049 -0.028
H -4.7286 -1.5561 -0.6657 -0.098 0.120 -0.081
H -5.0000 -0.1110 -1.6191 0.149 0.030 0.050
H -3.2966 -1.5225 -2.6699 -0.023 0.044 0.114
H -2.4162 -1.6682 -1.1601 -0.013 0.014 -0.171
H -1.4201 0.4396 -1.3207 -0.148 0.047 -0.080
H -1.4309 -0.1594 -2.9606 0.089 0.026 0.177
H -3.6450 1.6997 -2.0369 0.050 0.016 -0.136
H -3.1622 1.3038 -3.6774 0.048 -0.069 0.083
H -1.8384 3.1031 -1.6242 0.019 -0.058 -0.014
H -2.2707 3.4596 -3.3109 -0.070 0.038 0.178
H 0.9169 3.8256 -3.0172 -0.040 0.014 0.076
H 1.2978 2.3063 -2.1880 -0.056 0.029 -0.025
H 0.1641 3.4578 -1.4444 0.071 -0.089 -0.086
H 4.5030 -1.6280 2.9633 -0.146 -0.079 0.027
F 3.1178 -6.0181 -1.3879 -0.103 0.239 -0.291
P 2.4261 -6.4461 -2.8251 0.100 -0.114 0.030
F 2.0094 -5.5172 -4.1412 0.155 0.164 0.319
F 2.5059 -7.6759 -3.9491 -0.353 0.174 0.114
F 1.0877 -5.6378 -2.2244 -0.074 -0.216 -0.197
F 1.8109 -7.7194 -1.9341 0.315 0.037 -0.143
F 3.9842 -6.1409 -3.3307 -0.135 -0.287 0.198
```
Forces are in eV/Å.

Results
2S+1: 1
HOMO-LUMO gap, eV: 8.6540
Total charge: -1

Look up the 2S+1 of the fourth one.
1